Formula: C45H84Br2ClINO16P2
Source: the OMol25 dataset
Level of theory: ωB97M-V/def2-TZVPD

Last column: Mulliken charge in e.
Cartesian coordinates (Å):
C 2.200645 3.694271 1.579126  -0.79
C 3.355681 2.738602 1.869005  -0.78
C 2.924660 1.296507 2.138311  -0.78
I 4.754049 0.294396 2.808447  -0.08
P 2.269436 0.386390 0.525609  1.14
C 1.991273 -0.404218 -1.234298  0.03
Br 0.497237 -1.581074 -1.644896  -0.22
C 2.848655 -0.183426 -2.231497  0.34
C 4.082323 0.663522 -2.124320  -1.34
Br 2.604597 -0.964143 -3.979189  -0.27
O 1.620643 -1.010768 1.351935  -0.67
C 0.441907 -0.834123 2.027795  0.21
C -0.325976 -2.152635 1.894608  -0.23
C -1.450353 -2.395029 2.923415  -1.57
O 0.687442 -0.693247 3.495768  -0.31
C 1.679344 -1.357978 3.971603  0.59
N 2.433238 -2.060256 4.492775  -0.71
C -0.237833 0.465961 1.468193  2.21
C -1.476115 0.167896 0.590928  -0.97
C -1.755308 1.317689 -0.380485  -0.73
O -3.166205 1.328539 -0.730696  -0.42
C -3.891163 1.972955 0.220819  0.94
C -3.694994 3.467580 0.336452  -1.05
O -4.643631 1.374075 0.945784  -0.57
P -1.057192 1.685241 2.682902  0.08
O -2.145513 0.727617 3.470100  -0.56
Cl 0.217891 2.175172 4.230898  -0.23
O 0.681504 1.078763 0.615621  -0.53
H 1.430068 3.608168 2.343892  -0.21
H 1.755059 3.505296 0.601205  0.32
H 2.553605 4.719221 1.594166  0.52
H 3.935250 3.083879 2.724073  0.70
H 4.048340 2.765598 1.020521  0.19
H 2.274240 1.221845 3.005646  0.36
H 3.538302 -0.247390 0.439790  0.12
H 2.637238 1.570473 -0.181421  -0.21
H 3.855607 1.720198 -1.980139  0.24
H 4.656229 0.341732 -1.250859  0.30
H 4.723729 0.546675 -2.994722  0.41
H 0.418726 -2.939294 2.022008  0.78
H -0.734963 -2.287283 0.902824  -0.33
H -2.371639 -2.669247 2.404768  0.31
H -1.217931 -3.220175 3.597355  0.38
H -1.680032 -1.521633 3.527542  0.35
H -1.357762 -0.737440 0.006211  -0.39
H -2.366714 0.010164 1.205018  0.54
H -1.214042 1.174132 -1.310854  0.15
H -1.458833 2.277136 0.044734  0.50
H -4.664253 3.956207 0.390968  0.36
H -3.154221 3.652673 1.265544  0.23
H -3.113634 3.843280 -0.502513  0.36
H -3.015562 1.064098 3.217807  0.36
C 2.096153 6.393533 4.903266  -0.33
C 3.484498 6.236781 4.330626  0.85
O 3.688376 5.478204 3.409424  -0.49
C 4.598436 7.038490 4.960397  -1.04
H 1.411173 5.748702 4.353556  0.25
H 2.105079 6.095202 5.953339  0.01
H 1.769703 7.427072 4.820404  -0.03
H 4.689546 6.761872 6.012306  0.22
H 4.395066 8.102874 4.880183  0.27
H 5.531903 6.809712 4.447947  0.35
C 2.512049 11.844317 5.796749  -1.23
C 1.954953 10.482845 5.454285  0.80
O 2.675636 9.526863 5.293817  -0.43
C 0.454374 10.374299 5.323414  -1.05
H 3.596059 11.786204 5.861475  0.31
H 2.236931 12.565727 5.025581  0.33
H 2.113330 12.181518 6.754921  0.33
H 0.099071 11.038302 4.533710  0.32
H -0.023828 10.654553 6.263350  0.32
H 0.181794 9.350704 5.077277  0.24
C 3.575634 5.573961 10.514858  -1.20
C 3.112870 5.337660 9.096146  0.69
O 3.437333 6.075931 8.193842  -0.48
C 2.231319 4.139952 8.848308  -0.87
H 4.201067 6.463498 10.550293  0.30
H 2.714209 5.714103 11.169885  0.33
H 4.151519 4.716574 10.866516  0.34
H 1.315072 4.213226 9.434996  0.33
H 2.756261 3.223363 9.124191  0.35
H 1.968842 4.091918 7.794703  0.20
C 2.586381 -4.608296 -8.116715  -0.74
C 3.162267 -3.848687 -6.950957  0.77
O 2.633727 -2.857917 -6.503769  -0.43
C 4.435949 -4.393501 -6.347803  -1.05
H 1.674206 -4.120082 -8.457543  0.22
H 3.305168 -4.638827 -8.938209  0.36
H 2.350559 -5.625703 -7.797940  0.08
H 5.228380 -4.408672 -7.098318  0.33
H 4.270340 -5.410800 -5.988625  0.25
H 4.740744 -3.762349 -5.515455  0.27
C 0.480647 -7.831250 -5.522267  -0.90
C 1.738554 -8.297941 -6.209926  0.70
O 2.273016 -7.638025 -7.072814  -0.56
C 2.303513 -9.627968 -5.772757  -1.22
H 0.179863 -6.865906 -5.923546  0.26
H -0.322458 -8.552044 -5.684292  0.30
H 0.650049 -7.732587 -4.449227  0.34
H 1.571212 -10.418751 -5.943013  0.34
H 2.549322 -9.597239 -4.710275  0.34
H 3.204323 -9.845666 -6.342260  0.32
C -1.780854 -5.721376 -0.682554  -1.20
C -2.409505 -4.370452 -0.916341  0.56
O -2.480352 -3.541127 -0.041220  -0.47
C -2.940118 -4.091433 -2.303003  -0.84
H -1.433525 -5.783200 0.346636  0.35
H -2.510256 -6.512101 -0.866892  0.36
H -0.934148 -5.858470 -1.356537  0.26
H -3.722397 -4.807883 -2.558788  0.38
H -2.132455 -4.164938 -3.033309  0.27
H -3.354973 -3.085099 -2.329487  0.31
C -3.012336 -2.146869 -6.148156  -0.46
C -1.736663 -2.462156 -6.890753  0.84
O -1.710114 -3.297763 -7.771112  -0.63
C -0.512096 -1.690942 -6.478649  -0.74
H -3.820240 -2.766761 -6.534778  -0.04
H -2.881905 -2.349518 -5.082504  -0.03
H -3.274242 -1.099819 -6.285208  0.44
H -0.288565 -1.882568 -5.426782  0.11
H -0.675496 -0.620752 -6.618008  0.37
H 0.341301 -2.003516 -7.073661  0.17
C -6.566393 1.251706 -8.745028  -1.15
C -5.921988 0.059108 -8.078785  0.80
O -4.866979 0.151100 -7.499412  -0.49
C -6.660634 -1.255173 -8.172255  -0.85
H -5.937722 2.127828 -8.605031  0.31
H -6.686923 1.063857 -9.813213  0.32
H -7.547490 1.440755 -8.306287  0.32
H -6.784344 -1.541377 -9.217941  0.32
H -7.645455 -1.164632 -7.710850  0.32
H -6.093509 -2.026547 -7.656533  0.08
C 0.389143 0.142302 8.178531  -1.00
C -0.330780 1.187728 8.992424  0.90
O -0.353525 2.352552 8.667980  -0.54
C -1.036702 0.706968 10.240518  -1.21
H 0.849201 0.601169 7.306153  0.16
H 1.163312 -0.338814 8.778943  0.36
H -0.321159 -0.614804 7.842338  0.38
H -0.318440 0.252027 10.924723  0.32
H -1.793228 -0.034329 9.979003  0.35
H -1.517239 1.549305 10.733823  0.31
C -3.888477 -5.687598 -5.489454  -0.72
C -3.493584 -7.012472 -4.885156  0.80
O -2.573601 -7.109869 -4.106467  -0.48
C -4.305004 -8.217860 -5.300485  -1.40
H -3.232601 -4.907096 -5.113934  -0.15
H -3.798423 -5.732845 -6.576224  0.50
H -4.919726 -5.449015 -5.221776  0.39
H -4.237424 -8.359765 -6.380373  0.35
H -5.352106 -8.076049 -5.028162  0.38
H -3.922429 -9.103790 -4.798315  0.35

Atomic forces in eV per Å
C -0.08 -0.08 -0.15
C -0.07 -0.02 0.02
C 0.07 -0.28 -0.36
I -0.18 0.02 0.05
P 1.23 0.55 -0.04
C -0.50 -0.24 -0.36
Br 0.13 0.15 0.25
C -0.37 -0.08 -0.18
C 0.30 -0.19 0.22
Br 0.31 0.15 0.07
O -0.37 0.67 0.44
C 0.26 -1.36 -1.29
C -0.47 -0.32 0.86
C -0.33 0.02 -0.23
O 0.47 0.76 0.00
C -0.68 -0.62 0.04
N 0.18 0.22 0.06
C -0.19 -0.59 0.06
C -0.52 0.12 0.13
C 0.27 -0.21 -0.17
O -0.01 0.18 0.31
C -0.18 -0.12 0.28
C 0.26 -0.21 -0.19
O -0.08 0.04 -0.16
P 0.03 0.66 -0.35
O 0.26 0.09 -0.05
Cl -0.11 -0.19 0.12
O -0.10 0.18 0.82
H -0.06 0.05 -0.06
H -0.09 -0.17 0.07
H 0.09 0.06 -0.01
H -0.14 0.23 0.03
H 0.01 -0.17 0.00
H 0.05 0.10 0.00
H -0.11 -0.09 -0.06
H 0.05 -0.16 -0.13
H -0.10 0.00 -0.07
H 0.00 0.10 0.02
H -0.10 0.02 -0.07
H 0.19 0.13 -0.08
H 0.26 0.17 -0.13
H 0.04 0.00 -0.01
H 0.14 0.06 0.04
H 0.11 0.02 0.03
H 0.15 0.02 0.10
H 0.02 -0.07 -0.02
H 0.00 0.03 -0.02
H -0.04 0.05 -0.10
H -0.04 -0.03 0.01
H 0.01 0.10 -0.02
H -0.04 0.13 0.05
H -0.08 -0.14 0.14
C -0.09 -0.33 -0.17
C -0.06 -0.06 -0.03
O 0.23 0.25 0.18
C 0.20 -0.27 -0.20
H 0.05 -0.04 -0.01
H 0.01 0.19 0.06
H 0.08 0.06 0.17
H -0.10 0.16 0.05
H -0.09 0.02 0.17
H -0.03 -0.05 -0.01
C 0.18 -0.10 -0.01
C -0.01 -0.01 0.01
O -0.08 0.30 0.01
C 0.06 -0.20 -0.04
H -0.01 -0.01 0.00
H -0.09 0.04 0.07
H -0.08 0.07 -0.05
H -0.04 0.08 0.08
H -0.03 0.11 -0.04
H 0.01 0.00 0.00
C 0.10 0.19 -0.09
C -0.07 -0.16 -0.19
O 0.06 0.11 0.12
C 0.08 0.19 -0.13
H 0.00 -0.01 -0.01
H 0.01 -0.12 0.04
H -0.10 -0.05 0.06
H 0.03 -0.11 0.06
H -0.07 -0.01 0.10
H -0.02 -0.03 0.01
C -0.24 0.19 0.03
C 0.05 0.00 0.00
O -0.04 0.02 -0.10
C -0.01 0.17 0.16
H 0.02 0.03 0.02
H 0.04 -0.14 0.05
H 0.14 0.05 -0.17
H -0.02 -0.13 -0.02
H 0.05 -0.05 -0.12
H -0.02 0.01 -0.01
C 0.08 0.16 -0.18
C -0.09 0.07 0.05
O 0.05 -0.21 0.06
C 0.17 0.05 -0.16
H 0.00 0.00 0.01
H 0.00 -0.04 0.14
H -0.08 -0.10 0.03
H -0.04 0.00 0.12
H -0.11 -0.06 0.03
H 0.00 0.01 0.00
C 0.03 0.07 0.23
C 0.05 0.06 -0.08
O -0.09 -0.05 0.02
C -0.07 0.28 0.09
H 0.00 0.02 0.00
H 0.06 -0.02 -0.14
H -0.08 -0.07 -0.09
H 0.12 -0.11 -0.07
H -0.03 -0.16 -0.02
H 0.02 0.01 0.03
C 0.00 -0.24 -0.08
C 0.02 0.03 0.02
O -0.04 -0.02 0.03
C 0.05 -0.21 -0.24
H 0.00 0.02 -0.01
H 0.03 0.14 0.03
H 0.01 0.03 0.12
H -0.01 0.17 0.04
H -0.06 0.01 0.17
H 0.04 -0.01 0.04
C 0.17 0.09 0.07
C 0.00 -0.01 0.00
O -0.06 0.09 -0.05
C 0.16 -0.06 0.11
H 0.00 -0.01 0.01
H -0.12 -0.03 0.01
H -0.05 -0.05 -0.09
H -0.11 0.04 0.00
H -0.05 0.01 -0.11
H 0.01 0.01 0.00
C 0.03 0.25 -0.15
C 0.02 -0.06 -0.10
O 0.00 0.00 0.09
C -0.05 0.22 0.03
H -0.02 0.00 0.00
H -0.08 -0.11 0.02
H 0.06 -0.09 0.07
H -0.03 -0.12 -0.04
H 0.08 -0.09 0.03
H 0.00 0.00 -0.01
C 0.21 -0.02 0.14
C -0.03 0.07 -0.02
O 0.02 -0.05 0.01
C 0.15 -0.11 0.13
H 0.00 0.00 -0.03
H -0.11 0.03 -0.01
H -0.05 -0.02 -0.12
H -0.11 0.06 -0.02
H -0.03 0.03 -0.11
H 0.00 0.01 0.01

Charge ... -1
Calculated total energy ... -261563.9429 eV
HOMO ... -5.21 eV
HOMO-LUMO gap ... 7.0 eV
F_max ... 0.0368 hartree/bohr